{"formula": "C36H42N3O2S", "method": "wB97M-V/def2-TZVPD", "elements": ["C", "O", "C", "C", "C", "C", "C", "C", "C", "C", "N", "C", "C", "C", "C", "C", "S", "H", "H", "H", "H", "H", "H", "H", "H", "H", "H", "H", "H", "H", "H", "H", "H", "H", "C", "N", "C", "O", "C", "C", "C", "C", "C", "C", "C", "C", "N", "C", "C", "C", "C", "C", "C", "C", "C", "C", "C", "C", "C", "H", "H", "H", "H", "H", "H", "H", "H", "H", "H", "H", "H", "H", "H", "H", "H", "H", "H", "H", "H", "H", "H", "H", "H", "H"], "positions_angstrom": [[0.781159, 2.514190, 0.046724], [1.195368, 1.337411, -0.644363], [0.497961, 0.862710, -1.792917], [1.399777, -0.195452, -2.473402], [1.094292, -0.593334, -3.786985], [1.642995, -1.775397, -4.262969], [2.457342, -2.548015, -3.423193], [2.749567, -2.141063, -2.112876], [2.230154, -0.940457, -1.635955], [0.482140, 2.098020, -2.788596], [1.632774, 2.525170, -3.415657], [2.895302, 1.796217, -3.594425], [1.585363, 3.850096, -3.870842], [2.725140, 4.433727, -4.651970], [0.595828, 4.546209, -3.255311], [0.634541, 6.010016, -2.970900], [-0.626244, 3.420788, -2.690229], [0.414414, 2.234127, 1.066341], [1.675346, 3.150373, 0.113167], [-0.019503, 3.127004, -0.457312], [0.428301, 0.041422, -4.386388], [1.397722, -2.103016, -5.273516], [2.848289, -3.492861, -3.789437], [3.378798, -2.720087, -1.447440], [2.401624, -0.579067, -0.617419], [3.681029, 2.516696, -3.829731], [3.183004, 1.254304, -2.689307], [2.839039, 1.128887, -4.453633], [2.432280, 5.400503, -5.075878], [3.621645, 4.642258, -4.042569], [3.055369, 3.839039, -5.516671], [0.763196, 6.587470, -3.901102], [-0.290874, 6.340830, -2.489923], [1.473157, 6.267592, -2.293530], [-3.211080, -0.816769, 5.222018], [-2.124049, -0.901171, 4.277807], [-0.882730, -1.294065, 4.676857], [-0.511323, -1.538097, 5.824294], [-0.009339, -1.341093, 3.405902], [0.404604, -2.782712, 3.091883], [1.355288, -3.364477, 4.122885], [1.014572, -4.536678, 4.811417], [1.821498, -4.987442, 5.857269], [2.981191, -4.285174, 6.204379], [3.379953, -3.184897, 5.436686], [2.572347, -2.728163, 4.390604], [-0.862137, -0.723090, 2.387964], [-0.440667, -0.528360, 1.084200], [-1.177253, -0.070766, 0.028070], [-0.718273, 0.040823, -1.433021], [-1.879792, 0.219538, -2.419577], [-2.146068, -0.639615, -3.503110], [-3.218112, -0.363425, -4.359455], [-4.106029, 0.683891, -4.023534], [-3.818750, 1.541047, -2.960905], [-2.707923, 1.305418, -2.161711], [-2.262736, -0.617250, 2.848401], [-3.105178, -1.712827, 2.192731], [-2.846631, 0.792814, 2.707999], [-2.822360, -0.883751, 6.242000], [-3.732904, 0.134560, 5.103310], [-3.938364, -1.624703, 5.072951], [0.892265, -0.723904, 3.565729], [-0.516781, -3.388391, 3.042991], [0.864231, -2.809827, 2.089508], [0.086996, -5.057533, 4.557825], [1.538841, -5.879390, 6.420668], [3.601605, -4.607394, 7.043680], [4.310167, -2.654342, 5.647097], [2.841886, -1.847617, 3.799288], [0.618862, -0.787716, 0.955117], [-2.268151, 0.022606, 0.136493], [-0.478001, -1.032755, -1.602806], [-1.521101, -1.528364, -3.681846], [-3.379663, -0.988764, -5.252013], [-5.004209, 0.839733, -4.628338], [-4.470517, 2.390384, -2.714921], [-2.485154, 1.956633, -1.305342], [-2.732628, -2.697348, 2.511568], [-4.147015, -1.606305, 2.507908], [-3.039604, -1.635250, 1.106397], [-2.264112, 1.481226, 3.340593], [-2.828030, 1.142701, 1.676703], [-3.883936, 0.781740, 3.063603]], "forces_ev_per_angstrom": [[-0.637, 0.425, 0.667], [-0.018, 0.218, -0.632], [2.209, 0.607, -1.060], [-0.640, -0.326, 0.366], [0.299, 0.304, 0.769], [0.060, -0.062, 0.165], [-0.025, -0.058, 0.149], [-0.049, 0.416, -0.416], [-0.272, -0.016, -0.407], [0.964, 0.688, 0.176], [-1.858, -0.503, 0.051], [0.714, -0.020, -0.169], [0.875, -0.052, 1.251], [0.356, 0.630, -0.258], [-0.294, -0.504, -0.527], [-0.532, 0.597, -0.480], [1.372, 0.015, -0.097], [0.342, 0.237, -0.851], [-0.273, -0.109, 0.182], [0.810, -0.961, 0.668], [0.266, -0.454, 0.123], [0.209, -0.024, 0.261], [-0.013, 0.148, 0.048], [-0.013, -0.181, -0.244], [0.039, -0.301, -0.423], [-0.276, -0.031, 0.274], [-0.245, 0.195, -0.346], [-0.117, -0.145, 0.239], [-0.128, -0.187, 0.182], [-0.361, -0.183, -0.060], [-0.315, -0.101, 0.406], [-0.070, -0.103, 0.374], [0.152, 0.028, -0.119], [-0.392, -0.353, -0.349], [-0.502, 0.047, -0.002], [0.703, -0.290, 0.458], [0.627, 0.212, 0.526], [-0.622, 0.205, -1.602], [0.287, 0.351, 0.228], [-0.065, -0.392, -0.157], [-0.035, -0.232, -0.131], [0.167, 0.429, 0.177], [0.125, 0.116, 0.051], [0.080, 0.018, -0.379], [-0.200, 0.121, -0.186], [-0.299, -0.278, 0.311], [-0.129, 0.132, -0.124], [-0.446, 0.174, -0.292], [-0.437, 0.265, 0.644], [-1.924, -2.533, -0.059], [0.053, 0.272, 0.650], [0.159, 0.230, 0.040], [-0.346, 0.186, 0.564], [0.412, -0.140, -0.598], [-0.429, 0.112, 0.112], [-0.201, 0.045, -0.264], [0.181, -0.236, 0.144], [-0.143, 0.086, 0.093], [0.106, -0.014, 0.101], [0.103, -0.015, -0.316], [0.013, -0.052, 0.141], [0.118, 0.079, 0.027], [-0.318, -0.195, 0.041], [0.367, 0.074, -0.046], [-0.128, 0.030, 0.232], [0.303, 0.157, 0.135], [0.071, 0.294, -0.177], [-0.246, 0.043, -0.289], [-0.251, -0.231, 0.068], [0.091, -0.274, 0.292], [-0.381, 0.288, 0.002], [0.717, 0.168, 0.030], [0.536, 0.805, -0.236], [-0.232, 0.570, 0.118], [-0.079, 0.336, 0.635], [0.386, 0.024, 0.185], [0.163, -0.486, -0.252], [-0.216, -0.323, -0.305], [-0.126, 0.310, -0.155], [0.044, -0.123, -0.144], [-0.155, -0.122, 0.105], [-0.190, -0.191, -0.275], [-0.061, 0.011, 0.148], [0.211, 0.101, -0.183]], "mulliken_charge": [-0.498, -0.306, 2.583, -1.263, -0.460, -1.083, -0.667, -1.031, -0.011, -0.149, 0.268, -0.973, 0.423, -1.932, 0.882, -1.506, -0.035, 0.234, 0.346, 0.227, 0.645, 0.475, 0.437, 0.503, 0.421, 0.586, 0.228, 0.346, 0.396, 0.417, 0.463, 0.394, 0.422, 0.292, -0.992, 0.268, 0.109, -0.713, -0.205, -0.206, 0.484, -0.424, -0.544, -0.491, -0.637, -0.242, 0.623, -0.594, -1.769, 0.643, -0.137, -0.217, -0.880, -0.641, -1.127, -0.201, 0.346, -1.407, -1.531, 0.391, 0.299, 0.311, 0.462, 0.137, 0.349, 0.319, 0.363, 0.368, 0.362, 0.309, 0.640, 0.946, 0.693, 0.449, 0.418, 0.405, 0.416, 0.645, 0.350, 0.470, 0.266, 0.376, 0.167, 0.500], "homo_energy_ev": -10.0, "total_charge": 1, "max_force_ev_per_a": 3.18, "e_lumo_ev": -3.65, "total_energy_ha": -2109.64105, "homo_lumo_gap_ev": 6.32}